Entry 1:
A molecular structure, C13H17F5K2N2O20S4, computed with ωB97M-V/def2-TZVPD.

Geometry as XYZ:
```
63
Properties=species:S:1:pos:R:3:forces:R:3
K -12.849 -1.954 -20.442 -0.16 0.21 0.07
K -14.537 -5.740 -22.285 -0.32 -0.06 -0.02
N -13.012 -3.305 -22.804 3.65 -0.82 -1.16
S -11.391 -3.877 -23.232 1.31 -1.53 3.40
O -10.345 -3.056 -23.754 -1.52 0.07 -0.74
O -11.365 -5.292 -23.457 -0.69 0.80 -0.07
F -11.044 -3.713 -21.657 0.45 -0.61 0.80
S -13.104 -2.520 -24.142 -7.55 3.20 -4.75
O -13.158 -3.355 -25.325 2.67 0.10 0.76
O -12.771 -1.117 -24.206 1.72 -1.31 0.60
F -14.718 -2.292 -24.149 0.03 -0.20 0.79
N -15.479 -2.423 -19.691 -1.34 -1.46 1.42
S -16.202 -3.550 -18.705 1.17 -0.22 2.97
O -15.618 -4.848 -18.864 0.02 0.25 -0.45
O -17.603 -3.446 -18.449 0.84 0.27 -0.79
F -15.515 -3.014 -17.363 -0.17 -0.05 -0.54
S -16.402 -2.569 -20.941 -0.84 1.87 -4.47
O -17.645 -1.867 -20.957 0.71 -0.72 0.51
O -16.302 -3.835 -21.622 -0.40 -0.76 0.72
F -15.498 -1.731 -21.961 0.32 0.77 0.93
C -8.695 -6.572 -20.510 0.61 0.58 -0.12
C -8.466 -5.412 -19.528 -1.36 -0.53 -0.88
O -7.513 -4.583 -20.182 0.95 -0.76 0.15
C -7.463 -4.930 -21.502 -0.89 0.33 -0.04
O -6.888 -4.346 -22.352 0.36 0.00 0.18
O -8.307 -5.971 -21.742 0.00 -0.27 -0.22
H -9.725 -6.911 -20.543 -0.11 0.16 -0.10
H -8.039 -7.430 -20.351 0.00 0.02 0.27
H -8.258 -5.864 -18.563 0.72 0.84 0.24
H -9.353 -4.778 -19.523 -0.30 -0.30 0.58
C -13.295 1.925 -24.971 -1.22 -1.07 -0.64
C -13.277 1.327 -26.395 0.16 -0.45 0.87
O -13.903 2.298 -27.212 0.75 0.20 -0.53
C -14.611 3.147 -26.449 0.54 -0.67 -0.68
O -15.337 3.961 -26.919 -0.18 0.23 0.80
O -14.363 2.856 -25.161 -0.33 1.57 1.35
H -12.361 2.296 -24.544 -0.14 0.78 -0.57
H -13.658 1.199 -24.243 0.02 -0.06 -0.17
H -13.960 0.476 -26.431 0.60 -0.42 0.04
H -12.255 1.117 -26.699 -0.24 -0.17 -0.47
C -10.473 -10.783 -22.029 0.00 -0.60 0.26
C -10.956 -9.429 -21.611 0.90 0.42 -0.72
C -11.118 -8.411 -22.757 1.06 -0.82 1.02
O -12.486 -8.551 -23.056 -0.64 1.28 -0.49
C -13.136 -8.883 -21.929 -0.03 -2.62 -0.10
O -14.324 -8.881 -21.795 0.23 1.05 0.13
O -12.283 -9.523 -21.079 -0.04 1.19 0.22
H -11.107 -11.220 -22.801 0.05 -0.05 0.04
H -10.471 -11.415 -21.138 -0.16 -0.19 -0.19
H -9.437 -10.754 -22.368 -0.06 0.18 -0.16
H -10.208 -9.027 -20.926 -0.59 0.01 0.62
H -10.455 -8.692 -23.572 -0.42 0.21 -0.35
H -10.876 -7.409 -22.401 -0.21 0.11 -0.34
C -17.277 -1.568 -26.850 1.05 1.23 1.23
C -17.318 -0.135 -27.387 -0.22 -1.66 -0.90
O -18.474 -0.268 -28.204 0.43 1.33 -0.81
C -19.280 -1.217 -27.735 0.04 -0.60 0.49
O -20.344 -1.454 -28.198 0.03 -0.31 0.58
O -18.649 -1.846 -26.660 -0.70 -0.13 -0.85
F -16.209 0.060 -28.150 -0.32 0.46 0.01
H -16.664 -1.581 -25.947 -0.59 -0.39 0.33
H -16.805 -2.245 -27.562 -0.17 0.15 -0.29
H -17.508 0.712 -26.732 0.49 -0.07 0.29
```
Positions in Å, forces in eV/Å.

Properties
**LUMO**: -0.050 Ha
**Energy above the lowest of the compared OMol25 structures with the same formula, charge and spin**: 0.0 kJ/mol
**HOMO level**: -10.89 eV

---

Entry 2:
2 unconnected molecules or ions with the total composition C13H17FN5O5, computed with ωB97M-V/def2-TZVPD.

Geometry as XYZ:
```
41
Properties=species:S:1:pos:R:3:forces:R:3
C -2.460 3.510 0.481 0.47 -0.99 -0.69
C -2.014 2.540 -0.803 0.90 -1.13 -2.24
C -1.583 3.304 -2.226 0.21 -5.45 0.25
C -1.100 2.303 -3.476 -1.15 -0.79 3.95
C -1.052 0.640 -3.310 -0.76 2.25 2.69
C -1.480 -0.121 -1.887 -0.12 4.62 -1.03
C -1.386 -1.782 -1.710 -0.52 1.73 -0.64
N -0.267 -2.008 -0.695 -1.80 -2.05 1.91
N 0.926 -1.410 -1.072 2.64 -2.56 6.15
C 1.843 -1.724 0.091 -4.00 -0.81 -1.01
N 3.103 -1.192 -0.032 0.15 -0.41 1.12
C 4.131 -1.389 1.073 5.81 -4.17 -0.46
O 5.160 -2.240 0.931 -7.52 6.11 0.83
N 3.941 -0.598 2.364 -1.82 1.23 -4.05
C 3.254 0.742 2.097 -6.03 1.87 4.84
O 2.266 1.092 2.967 7.34 -2.03 -6.67
F 3.593 1.648 0.960 -0.51 -3.63 3.66
N 1.181 -2.556 1.168 -2.18 2.28 -5.45
C -0.248 -2.758 0.622 4.51 3.33 -2.81
C -1.505 -3.592 1.295 -0.79 -0.39 0.42
O -1.134 -4.985 1.699 -0.47 2.23 -5.04
O -1.046 -4.936 3.021 1.06 -0.79 5.47
C -1.967 0.880 -0.643 1.22 1.23 -3.52
H -3.609 3.782 0.412 2.41 -0.77 0.20
H -1.805 4.487 0.463 -1.46 -2.21 -0.02
H -2.194 2.894 1.464 -0.83 1.46 -2.05
H -1.624 4.486 -2.340 0.12 -2.94 0.32
H -0.771 2.857 -4.459 -0.71 -1.60 2.03
H -0.657 0.057 -4.256 -1.01 1.11 2.20
H -2.437 -2.163 -1.346 2.45 0.52 -0.51
H -1.046 -2.316 -2.710 -0.91 1.23 2.05
H 1.212 -0.866 -1.915 -1.37 -0.63 0.82
H 3.290 -0.632 -0.917 0.18 -1.13 1.89
H 3.232 -1.150 2.914 0.83 0.90 -0.21
H -2.439 -3.695 0.563 2.44 0.35 1.26
H -1.911 -3.089 2.299 1.26 -0.72 -2.35
H -0.428 -5.664 3.355 -0.93 1.21 -1.31
H -2.252 0.359 0.366 0.54 1.35 -2.05
O 0.133 4.942 0.846 0.66 0.34 0.25
H 0.580 4.543 1.607 -0.17 0.07 -0.22
H 0.569 5.801 0.743 -0.13 -0.24 0.01
```
Positions in Å, forces in eV/Å.

Properties
**Net charge**: +1
**LUMO**: -0.156 Ha
**HOMO level**: -11.19 eV

---

Entry 3:
A molecular structure, C13H17N3O2Pb, computed with ωB97M-V/def2-TZVPD.

Geometry as XYZ:
```
36
Properties=species:S:1:pos:R:3:forces:R:3
C -3.849 -0.206 0.375 -0.70 0.19 -0.16
C -3.920 1.043 -0.565 -0.73 0.10 0.21
H -3.454 -1.096 -0.138 -0.25 -0.04 0.16
H -4.873 -0.471 0.671 0.31 -0.05 0.02
H -3.308 -0.039 1.320 -0.19 -0.03 -0.16
H -3.447 0.920 -1.556 -0.28 -0.09 0.14
H -4.977 1.262 -0.766 0.37 -0.01 -0.11
H -3.504 1.945 -0.103 -0.32 -0.16 -0.11
C 0.436 -2.872 0.025 0.42 -0.35 -0.18
C 1.438 -3.850 0.010 -0.22 0.43 -0.12
C 2.631 -3.569 -0.668 -0.28 0.17 0.12
C 2.794 -2.316 -1.257 -0.74 0.49 -0.03
H -0.496 -3.049 0.571 0.23 0.00 -0.32
H 1.256 -4.792 0.526 0.18 0.23 -0.21
H 3.431 -4.306 -0.718 -0.19 0.17 0.03
H 3.713 -2.028 -1.766 -0.22 -0.38 0.25
N 0.572 -1.688 -0.591 0.08 0.38 0.25
C 1.737 -1.378 -1.205 0.16 -0.72 0.32
C 1.891 0.007 -1.737 0.00 0.78 -0.44
N 0.850 0.855 -1.561 0.09 -0.13 0.34
C 0.959 2.138 -1.938 0.54 -0.15 -0.20
C 3.169 1.780 -2.781 -0.25 -0.16 0.10
C 2.099 2.650 -2.553 -0.15 -0.33 0.12
H 0.111 2.781 -1.712 0.25 -0.12 -0.29
H 2.121 3.699 -2.833 0.12 -0.23 0.00
C 3.069 0.451 -2.368 -0.70 -0.32 0.36
H 3.870 -0.271 -2.516 -0.08 0.52 -0.09
H 4.074 2.120 -3.275 -0.14 0.02 0.08
Pb -1.324 0.275 -0.311 2.16 -0.57 -1.72
C -1.150 2.415 0.447 0.07 1.91 1.00
H -1.359 3.154 -0.340 -0.09 -0.61 0.08
H -0.145 2.571 0.867 -0.22 -0.47 -0.28
H -1.910 2.465 1.236 0.15 -0.21 -0.20
O 1.363 -0.350 1.976 -3.66 -3.12 1.07
N 0.241 -0.831 2.130 2.11 6.22 -1.17
O -0.798 -0.057 1.974 2.16 -3.35 1.15
```
Positions in Å, forces in eV/Å.

Properties
**Net charge**: +2
**LUMO (spin up / spin down)**: -0.399 / -0.375 Ha
**HOMO level (spin up / spin down)**: -15.62 / -15.63 eV

---

Entry 4:
C13H17N3O2S2 in the gas phase, computed with ωB97M-V/def2-TZVPD.

Geometry as XYZ:
```
37
Properties=species:S:1:pos:R:3:forces:R:3
C -3.399 -0.471 -0.567 -0.07 0.07 0.14
H -3.137 -1.443 -0.156 0.03 -0.19 0.01
H -2.664 -0.193 -1.315 0.01 -0.05 -0.12
H -4.372 -0.552 -1.045 -0.11 -0.06 -0.07
C -3.441 0.586 0.533 0.11 0.04 -0.07
C -3.831 1.945 -0.038 -0.02 -0.13 0.10
H -3.105 2.255 -0.783 -0.03 0.09 -0.08
H -4.811 1.888 -0.507 -0.13 0.03 -0.05
H -3.871 2.696 0.749 -0.03 0.15 0.07
H -4.198 0.289 1.270 0.09 0.02 -0.03
C -2.107 0.660 1.289 -0.39 -0.10 0.11
C -0.927 1.042 0.473 0.94 0.07 0.67
N -0.905 1.313 -0.776 -1.29 -0.11 0.02
N 0.298 1.602 -1.265 1.56 0.44 -0.76
C 1.231 1.550 -0.375 -1.05 -0.36 1.16
N 2.544 1.818 -0.628 1.17 -0.15 0.20
S 3.807 1.071 0.197 0.32 0.19 -0.83
O 3.431 0.992 1.570 -0.23 -0.20 0.12
O 4.984 1.789 -0.173 0.03 -0.04 -0.30
C 3.888 -0.607 -0.528 -0.08 0.88 0.47
C 2.584 -1.276 -0.291 -0.35 -0.45 -0.01
C 1.604 -1.297 -1.278 0.15 -0.13 0.05
C 0.359 -1.844 -1.018 -0.03 0.02 -0.03
C 0.083 -2.371 0.232 -0.01 -0.02 0.01
C 1.055 -2.358 1.219 0.07 -0.08 0.05
C 2.300 -1.814 0.960 0.00 -0.12 -0.13
H 3.052 -1.785 1.733 0.08 0.00 0.12
H 0.842 -2.767 2.195 -0.02 -0.05 0.09
H -0.890 -2.794 0.435 -0.10 -0.05 0.02
H -0.396 -1.846 -1.788 -0.09 0.01 -0.08
H 1.812 -0.881 -2.253 0.01 0.08 -0.09
H 4.126 -0.464 -1.578 0.06 0.01 -0.07
H 4.716 -1.085 -0.011 0.13 -0.01 0.02
H 2.746 2.139 -1.562 0.17 0.04 -0.14
S 0.677 1.141 1.228 -0.87 0.21 -0.74
H -1.890 -0.312 1.744 -0.02 -0.02 0.07
H -2.195 1.381 2.107 -0.02 -0.05 0.06
```
Positions in Å, forces in eV/Å.

Properties
**LUMO**: 0.021 Ha
**Energy above the lowest of the compared OMol25 structures with the same formula, charge and spin**: 0.0 kJ/mol
**HOMO level**: -9.03 eV

---

Looking at energy for the records above, in order, we have -147264.5679, -34135.4385, -27547.6162, -43992.1398 eV.